DFT (ωB97M-V/def2-TZVPD) results for a cluster of 19 separate species, C26H25Cl54F11NO3S in total in a non-equilibrium geometry.

Computed properties:
Charge = +1
Frontier orbital gap = 8.138 eV
Strongest force on any atom = 0.0577 Eh/bohr
Energy relative to the best compared isomer or geometry (same formula, charge and spin) = 15.7 kcal/mol

Structure (XYZ):
```
121
C26H25Cl54F11NO3S | the OMol25 dataset | ωB97M-V/def2-TZVPD
O 9.7334 1.4561 2.8020
S 8.5893 2.2534 2.5877
O 7.5422 2.0346 3.5006
F 9.0445 3.6914 2.5172
C 8.0652 1.8131 0.9166
C 7.0805 2.7758 0.2808
O 5.8060 2.6272 0.8413
C 5.3105 1.3476 0.5693
C 3.8060 1.2904 0.8631
F 3.2490 0.2568 0.2364
F 3.2859 2.3938 0.2931
C 3.4125 1.3576 2.3448
F 4.0768 2.3521 2.9383
F 3.7804 0.2363 2.9923
C 1.8778 1.5930 2.6123
F 1.1256 1.3175 1.5587
F 1.4960 0.8585 3.6440
F 1.6665 2.8602 2.9432
C 6.1522 0.2311 1.2244
C 5.7961 -1.1803 0.7409
F 4.8020 -1.7009 1.4213
F 6.8674 -1.9772 0.8899
F 5.4895 -1.1699 -0.5534
N 7.6365 0.3952 0.9139
H 8.9752 1.8789 0.3250
H 7.0467 2.5848 -0.7973
H 7.4033 3.7990 0.4290
H 5.4050 1.2199 -0.5168
H 6.0585 0.3248 2.3043
H 8.1685 -0.1397 1.6111
H 7.8075 0.0282 -0.0263
C 7.0996 6.3252 4.8759
Cl 6.5870 5.2692 3.5513
Cl 8.2727 5.5004 5.9032
Cl 7.7628 7.8320 4.2518
H 6.2274 6.5618 5.4743
C -1.3871 2.6063 -1.0805
Cl -1.9176 4.0834 -0.2716
Cl -1.6956 2.6985 -2.8100
Cl 0.3251 2.3362 -0.7770
H -1.9429 1.7735 -0.6715
C -0.7646 -1.9869 -1.2075
Cl -1.0641 -2.8787 -2.6989
Cl 0.5200 -0.7842 -1.4614
Cl -2.2558 -1.2531 -0.5956
H -0.4110 -2.6853 -0.4594
C -3.0306 -1.3805 3.2881
Cl -2.8041 0.0744 2.3057
Cl -2.2740 -2.7842 2.5306
Cl -2.3832 -1.1423 4.9058
H -4.0933 -1.5683 3.3757
C -4.5035 -0.5638 -4.8291
Cl -3.5755 -1.3286 -6.1254
Cl -3.6221 -0.6587 -3.3051
Cl -4.8693 1.1174 -5.2154
H -5.4399 -1.0960 -4.7259
C -5.3554 -4.4458 -0.2620
Cl -5.5178 -6.1919 -0.0386
Cl -5.5826 -3.6126 1.2761
Cl -3.7987 -4.0445 -0.9929
H -6.1343 -4.1174 -0.9346
C 3.9850 5.6577 7.8755
Cl 3.6200 4.8187 6.3641
Cl 5.2878 6.8298 7.6313
Cl 2.5502 6.4472 8.5163
H 4.3231 4.9256 8.5963
C -2.2581 1.1196 -8.7722
Cl -0.6878 0.6588 -9.4283
Cl -2.3553 2.8681 -8.5354
Cl -3.5554 0.5563 -9.8268
H -2.3758 0.6432 -7.8076
C 0.8277 -2.3511 -12.1572
Cl 0.5817 -3.1825 -13.6936
Cl 2.0697 -1.1055 -12.3140
Cl -0.6795 -1.6518 -11.5678
H 1.1692 -3.0773 -11.4323
C 1.6203 -5.7383 -4.3180
Cl 3.3391 -5.7643 -3.9185
Cl 0.6496 -5.8418 -2.8499
Cl 1.2102 -4.2863 -5.2348
H 1.4030 -6.6003 -4.9343
C -4.8779 -2.9784 7.4917
Cl -5.6854 -1.6377 8.2972
Cl -5.2421 -2.9717 5.7594
Cl -3.1358 -2.9179 7.7683
H -5.2551 -3.9027 7.9101
C 4.8795 -5.3725 1.0794
Cl 5.2024 -6.4043 2.4707
Cl 6.3289 -5.2023 0.0790
Cl 3.5384 -5.9949 0.1272
H 4.6061 -4.3925 1.4445
C -9.4822 -2.8765 -0.7469
Cl -9.0695 -3.9117 0.6232
Cl -8.0987 -2.6562 -1.8292
Cl -10.8566 -3.5293 -1.6323
H -9.7587 -1.9043 -0.3618
C -7.1633 3.2142 -7.4399
Cl -7.3811 4.0372 -5.8931
Cl -7.8788 4.1486 -8.7529
Cl -5.4522 2.9104 -7.7462
H -7.6723 2.2608 -7.3878
C 3.8262 8.8877 3.1971
Cl 4.1816 7.8373 4.5733
Cl 5.2082 8.9734 2.1028
Cl 2.3912 8.3238 2.3435
H 3.6292 9.8823 3.5739
C -6.6194 3.6491 -1.0065
Cl -6.4528 2.5503 0.3678
Cl -6.2484 2.8196 -2.5172
Cl -8.2436 4.3354 -1.0542
H -5.9133 4.4594 -0.8824
C -3.1326 -7.8034 -2.4771
Cl -3.5492 -8.9002 -3.7941
Cl -1.9502 -8.5461 -1.3962
Cl -2.5205 -6.2742 -3.1059
H -4.0295 -7.5992 -1.9086
C -9.5868 -3.4776 8.6046
Cl -9.1635 -4.4423 10.0193
Cl -8.1942 -3.3020 7.5324
Cl -10.9537 -4.1900 7.7478
H -9.8768 -2.4918 8.9423
```